{
  "formula": "C35H46AsBrMoN6O4S6Si",
  "method": "the ωB97M-V functional and the def2-TZVPD basis",
  "homo_energy_ev": [-2.01, -2.09],
  "e_above_lowest_ev": 1.7314,
  "spin_multiplicity": 3,
  "gap_ha": [0.1993, 0.1977],
  "total_charge": -2,
  "species": ["Mo", "S", "As", "S", "S", "S", "S", "C", "N", "N", "C", "C", "C", "C", "C", "C", "N", "N", "C", "C", "C", "C", "C", "C", "H", "H", "H", "H", "H", "H", "H", "H", "H", "H", "H", "C", "C", "C", "C", "N", "C", "C", "C", "C", "C", "C", "N", "H", "H", "H", "H", "H", "H", "H", "H", "O", "S", "O", "O", "O", "C", "C", "C", "C", "Si", "Br", "C", "C", "C", "C", "C", "C", "C", "C", "H", "H", "H", "H", "H", "H", "H", "H", "H", "H", "H", "H", "H", "H", "H", "H", "H", "H", "H", "H", "H", "H", "H", "H", "H", "H", "H"],
  "xyz": [[-0.99457, -0.55398, -1.68490], [-2.27977, 5.22616, 1.50919], [-1.15147, 6.53079, -0.02914], [-1.13669, 4.15779, 0.12085], [0.64607, 3.71691, 0.90486], [-2.51279, 7.24834, -1.44670], [-2.51715, -1.78631, -2.95361], [-3.29953, -0.42514, -3.76991], [-4.39371, -0.66517, -4.44486], [-4.93821, 0.44911, -5.05973], [-5.61704, 0.25634, -6.24743], [-5.98011, -1.01591, -6.70449], [-6.71141, -1.14957, -7.87425], [-7.09005, -0.04200, -8.62178], [-6.71954, 1.22157, -8.17233], [-5.99862, 1.37432, -7.00303], [-2.74253, 0.81015, -3.74482], [-1.62383, 0.91010, -3.03645], [-1.01054, 2.18131, -3.07566], [-1.64541, 3.30710, -3.60985], [-0.99345, 4.52823, -3.63188], [0.30605, 4.65245, -3.15398], [0.93904, 3.54178, -2.61619], [0.28469, 2.32095, -2.56477], [-4.34123, 1.27000, -5.01445], [-5.67266, -1.87732, -6.13027], [-6.98314, -2.14385, -8.21099], [-7.65694, -0.15817, -9.53691], [-6.99721, 2.10227, -8.74004], [-5.72065, 2.36308, -6.65604], [-2.66167, 3.21878, -3.96181], [-1.52087, 5.40397, -3.98727], [0.79636, 5.61770, -3.15242], [1.92672, 3.63001, -2.18441], [0.78280, 1.47826, -2.09461], [1.70290, -0.56500, -5.25596], [2.63199, -1.56737, -4.99635], [2.50268, -2.29242, -3.83406], [1.47219, -1.99289, -2.94438], [0.60312, -0.98254, -3.16817], [0.71547, -0.31104, -4.33361], [1.20862, -2.75453, -1.73258], [2.00693, -3.80266, -1.27553], [1.65772, -4.45844, -0.11629], [0.50179, -4.06033, 0.54933], [-0.24657, -3.02004, 0.04590], [0.10945, -2.35220, -1.07193], [1.73476, 0.01893, -6.16483], [3.42756, -1.78617, -5.69677], [3.18629, -3.09883, -3.61278], [-0.02626, 0.45070, -4.50757], [2.89587, -4.08691, -1.81977], [2.27064, -5.26519, 0.26500], [0.17985, -4.53772, 1.46441], [-1.15181, -2.68162, 0.53508], [-2.68905, -1.36364, 1.23836], [-2.15754, -0.09873, 0.76755], [-2.66714, 0.23040, -0.62404], [-0.68088, -0.35240, 0.31129], [-2.24242, 0.98652, 1.69714], [2.33303, -0.28191, 1.65774], [2.97897, -0.64011, 3.00584], [4.09298, 0.37702, 3.30082], [3.62762, -2.01833, 2.80861], [1.68416, -0.69896, 4.42967], [-0.11559, -1.74444, 3.59926], [1.04000, 1.02063, 4.98433], [2.04137, 1.74296, 5.89860], [0.79237, 1.89596, 3.74471], [-0.31005, 0.93242, 5.71488], [2.28470, -1.79092, 5.90971], [1.33320, -1.63385, 7.10422], [2.29460, -3.28769, 5.56374], [3.69489, -1.39212, 6.36888], [3.11884, -0.28296, 0.89130], [1.85609, 0.69532, 1.63041], [1.57621, -1.00589, 1.36139], [4.84100, 0.32492, 2.50127], [4.60761, 0.18630, 4.24626], [3.71509, 1.39888, 3.31768], [4.26541, -1.97838, 1.91798], [2.87730, -2.79380, 2.63538], [4.25740, -2.31864, 3.64848], [3.02552, 1.85030, 5.43788], [2.16991, 1.24289, 6.86133], [1.66691, 2.75222, 6.10230], [1.70874, 2.15778, 3.21937], [0.32924, 2.83754, 4.05691], [0.11061, 1.43719, 3.02521], [-0.26834, 0.36691, 6.64548], [-1.07729, 0.49512, 5.07692], [-0.63096, 1.95112, 5.95856], [0.30211, -1.86605, 6.83028], [1.35641, -0.62942, 7.52612], [1.63549, -2.33130, 7.89511], [1.30501, -3.63095, 5.26091], [2.59179, -3.85392, 6.45537], [2.99413, -3.53551, 4.76749], [3.76729, -0.33348, 6.62471], [4.44923, -1.60565, 5.61050], [3.95994, -1.96714, 7.26502]],
  "forces_ev_per_angstrom": [[0.1, 0.0, -0.1], [0.0, 0.0, 0.0], [-0.1, 0.0, 0.0], [0.2, 0.0, 0.0], [0.0, 0.0, 0.0], [0.0, 0.0, 0.0], [0.0, -0.2, -0.2], [0.1, 0.1, 0.2], [-0.1, 0.2, -0.2], [0.3, -0.2, -0.2], [-0.1, 0.0, 0.1], [0.0, 0.0, 0.0], [0.0, 0.0, 0.0], [0.0, 0.0, 0.0], [0.0, 0.0, 0.0], [0.0, 0.0, 0.0], [-0.1, -0.1, 0.0], [0.1, 0.0, 0.0], [0.0, -0.1, -0.1], [0.0, 0.0, 0.0], [0.0, 0.0, 0.0], [0.0, 0.0, 0.0], [-0.1, 0.0, 0.0], [0.0, 0.0, 0.0], [-0.1, 0.0, 0.1], [0.0, 0.0, 0.0], [0.0, 0.0, 0.0], [0.0, 0.0, 0.0], [0.0, 0.0, 0.0], [0.0, 0.0, 0.0], [0.0, 0.0, 0.0], [0.0, 0.0, 0.0], [0.0, 0.0, 0.0], [0.0, 0.0, 0.0], [0.0, 0.0, 0.0], [0.0, 0.0, 0.0], [0.0, 0.0, 0.0], [0.0, 0.0, 0.0], [0.0, 0.0, 0.0], [0.0, 0.1, 0.1], [0.0, 0.0, 0.0], [0.0, 0.0, 0.0], [0.0, 0.0, 0.0], [0.0, 0.0, 0.0], [0.0, 0.0, 0.0], [0.0, 0.0, 0.0], [-0.1, 0.1, -0.1], [0.0, 0.0, 0.0], [0.0, 0.0, 0.0], [0.0, 0.0, 0.0], [0.0, 0.0, 0.0], [0.0, 0.0, 0.0], [0.0, 0.0, 0.0], [0.0, 0.0, 0.0], [0.0, 0.0, 0.0], [0.0, 0.0, 0.1], [0.1, 0.0, 0.0], [-0.1, -0.1, 0.1], [0.1, 0.0, 0.2], [0.0, 0.1, 0.0], [0.0, 0.1, 0.0], [0.0, 0.0, 0.0], [0.0, 0.0, 0.0], [0.0, 0.0, 0.0], [0.0, 0.2, 0.0], [0.0, -0.2, 0.0], [0.0, 0.0, 0.0], [0.0, 0.0, 0.0], [0.0, -0.1, 0.0], [0.0, 0.0, 0.0], [0.0, 0.0, 0.0], [0.0, 0.0, 0.0], [0.0, 0.0, 0.0], [0.0, 0.0, 0.0], [0.0, 0.0, 0.0], [0.0, 0.0, 0.1], [0.0, -0.1, 0.0], [0.0, 0.0, 0.0], [0.0, 0.0, 0.0], [0.0, 0.0, 0.0], [0.0, 0.0, 0.0], [0.0, 0.0, 0.0], [0.0, 0.0, 0.0], [0.0, 0.0, 0.0], [0.0, 0.0, 0.0], [0.0, 0.0, 0.0], [0.0, 0.0, 0.0], [0.0, 0.0, 0.0], [0.0, 0.0, 0.0], [0.0, 0.0, 0.0], [0.0, 0.0, 0.0], [0.0, 0.0, 0.0], [0.0, 0.0, 0.0], [0.0, 0.0, 0.0], [0.0, 0.0, 0.0], [0.0, 0.0, 0.0], [0.0, 0.0, 0.0], [0.0, 0.0, 0.0], [0.0, 0.0, 0.0], [0.0, 0.0, 0.0], [0.0, 0.0, 0.0]]
}